Molecular formula: C17H18N3RuS2Se
Method: DFT, ωB97M-V with the def2-TZVPD basis set

Values from the calculation:
Highest occupied orbital energy (alpha / beta): -7.47 / -8.02 eV
<S²>: 8.773
Spin multiplicity: 6
Total charge: 0
Total energy: -111988.74412 eV
Orbital gap (alpha / beta): 8.0 / 6.4 eV

```
42
C17H18N3RuS2Se ωB97M-V with the def2-TZVPD basis set
Ru -1.3122 0.6522 1.3476
C -1.8919 0.0795 -1.7419
N -0.7373 0.6007 -0.9709
C 0.3889 -0.3559 -1.1388
C 1.4442 -0.2037 -0.0698
N 0.9031 -0.6591 1.2167
C 1.7653 -0.2673 2.3435
C 0.6531 -2.0864 1.2664
C 1.6411 -2.9948 0.8994
C 1.4132 -4.3575 0.9833
C 0.1892 -4.8173 1.4535
C -0.7892 -3.9184 1.8345
C -0.5744 -2.5407 1.7411
S -1.8728 -1.4528 2.2351
C -0.3319 1.9377 -1.3995
C -0.2914 2.2370 -2.7575
C 0.1092 3.4864 -3.1957
C 0.4816 4.4448 -2.2620
C 0.4512 4.1482 -0.9141
C 0.0425 2.8931 -0.4528
S 0.0428 2.6114 1.2951
H -1.5882 -0.2315 -2.7453
H -2.6641 0.8378 -1.7946
H -2.2891 -0.7904 -1.2181
H 0.8161 -0.2312 -2.1392
H -0.0336 -1.3622 -1.0869
H 1.7365 0.8395 0.0505
H 2.3440 -0.7587 -0.3578
H 2.7442 -0.7553 2.2774
H 1.2874 -0.5701 3.2745
H 1.8941 0.8132 2.3336
H 2.6004 -2.6319 0.5528
H 2.1867 -5.0551 0.6910
H -0.0027 -5.8797 1.5280
H -1.7406 -4.2749 2.2074
H -0.5809 1.4857 -3.4800
H 0.1270 3.7092 -4.2540
H 0.7941 5.4291 -2.5856
H 0.7389 4.8984 -0.1890
Se -3.1467 1.7910 3.3098
C -3.4926 1.7344 1.5350
N -3.4553 1.5657 0.3771
```

From a natural (NBO) analysis of the wavefunction, the atomic charges in e read:
1. Ru 1.111
2. C -0.419
3. N -0.515
4. C -0.231
5. C -0.244
6. N -0.497
7. C -0.417
8. C 0.195
9. C -0.264
10. C -0.204
11. C -0.203
12. C -0.210
13. C -0.212
14. S -0.153
15. C 0.190
16. C -0.262
17. C -0.203
18. C -0.201
19. C -0.213
20. C -0.195
21. S -0.206
22. H 0.180
23. H 0.249
24. H 0.218
25. H 0.205
26. H 0.219
27. H 0.235
28. H 0.194
29. H 0.184
30. H 0.219
31. H 0.226
32. H 0.213
33. H 0.216
34. H 0.219
35. H 0.227
36. H 0.216
37. H 0.216
38. H 0.218
39. H 0.226
40. Se -0.043
41. C 0.008
42. N -0.494